Computed, not measured: a cluster of 2 separate species, C4H8N2 in total at a distorted geometry, with ωB97M-V with the def2-TZVPD basis set.

**E**: -7252.1870 eV
**LUMO level**: 0.93 eV
**Relative energy (zero: lowest compared OMol25 entry of this formula, charge and spin)**: 131.2 kcal per mole
**Charge**: 0
**HOMO-LUMO gap**: 0.3273 hartree

Last column: Löwdin charge in e.
Cartesian coordinates (Å):
C 0.0411 2.0276 0.0755  -0.03
C -0.6167 0.9440 -0.2332  -0.18
C -1.3331 -1.2736 0.2940  -0.07
C -0.8958 -0.2133 -0.7642  -0.19
N 1.8852 -0.5332 0.1622  -0.10
N 1.5123 -0.4760 -0.9908  0.03
H 1.1224 2.1681 0.3464  0.06
H -0.5151 2.9809 0.0300  0.05
H -2.4225 -1.1859 0.2673  0.08
H -0.7849 -1.0033 1.2135  0.08
H -1.0914 -2.2363 0.0272  0.03
H 2.5027 0.3100 0.5773  0.15
H -0.8797 -0.3706 -1.7694  0.07
H 1.4755 -1.1384 0.7643  0.04

Atoms 1-3, force components in eV/Å:
-0.42 1.54 0.28
1.54 0.62 -1.44
-0.26 2.84 -1.01